[1]
19
Properties=species:S:1:pos:R:3:forces:R:3:mulliken_charge:R:1 method="wB97M-V/def2-TZVPD" e_tot_ha=-310.81678 orbital_gap_ha="0.297 / 0.265" e_homo_ev="-7.4 / -6.6" e_above_lowest_kj_mol=636.67 charge=0
C -0.6626 0.2394 -1.8580 -0.1 0.2 0.3 -1.199
C -1.3256 -0.0103 0.1792 0.1 0.2 -0.5 -1.065
C 0.0784 0.0402 0.6496 0.3 0.0 -0.1 1.865
C 0.6280 1.4641 0.8241 0.0 -0.1 0.0 -1.852
C 0.0731 -0.7059 1.9022 0.2 -0.3 0.5 -1.143
C 0.8247 -0.6306 -0.4863 0.1 0.3 0.1 -0.665
O 0.6237 -1.9665 -0.6779 0.2 0.0 -0.1 -0.440
H -0.8834 -0.6910 -2.3854 0.0 0.2 0.1 0.356
H 0.1916 0.7618 -2.3087 -0.2 -0.2 0.1 0.399
H -1.5101 0.9393 -1.9112 0.2 -0.3 -0.1 0.368
H -1.7521 -1.0030 0.0303 0.1 0.2 0.0 0.359
H -2.0284 0.7620 0.5133 0.2 -0.2 -0.2 0.392
H 0.6085 2.0366 -0.1118 -0.1 -0.2 0.2 0.358
H 0.0395 2.0053 1.5768 0.1 -0.1 -0.2 0.436
H 1.6665 1.4146 1.1847 -0.3 0.0 -0.1 0.437
H -0.1093 -1.7784 1.8951 0.0 0.3 -0.1 0.306
H 0.3127 -0.2378 2.8603 -0.1 -0.1 -0.3 0.294
H 1.8603 -0.3031 -0.6969 -0.4 -0.1 0.0 0.431
H 1.3646 -2.3369 -1.1793 -0.3 0.1 0.2 0.361

[2]
75
Properties=species:S:1:pos:R:3:forces:R:3:mulliken_charge:R:1 method="wB97M-V/def2-TZVPD" s2=6.01 e_tot_ha=-5082.90484 orbital_gap_ha="0.192 / 0.197" e_homo_ev="-15.6 / -15.7" e_above_lowest_kj_mol=93.60 charge=+3 spin_multiplicity=5
Pm 0.0336 -0.0842 -0.5357 0.5 0.4 3.7 0.570
P -0.4784 -0.2864 -3.5394 0.0 -2.5 -2.4 1.000
P -2.6274 0.7716 -0.1107 -1.3 0.3 0.0 0.957
P 2.7603 -0.7668 0.1507 1.7 -0.5 0.6 1.002
H -2.1929 -1.0295 4.0239 0.3 0.1 0.5 0.348
C -1.1360 -0.8656 4.2633 0.7 0.9 -0.8 -0.605
C -0.6068 0.3697 4.4036 -0.5 -1.0 -0.6 -0.509
H -1.2186 1.2719 4.3366 0.1 -0.3 0.3 0.296
C -1.5669 -1.6334 -4.0055 -0.1 -0.2 -0.3 -1.135
C -1.2581 1.2265 -3.9726 -0.4 1.0 0.7 -1.069
C 1.1161 -0.4570 -4.3363 -0.5 0.1 0.6 -1.178
C -3.1283 1.0319 1.6228 0.2 -0.1 0.4 -0.684
C -3.2559 2.2746 -0.9328 0.0 0.2 -0.1 -0.834
C -3.8542 -0.4648 -0.6724 0.2 -0.2 0.1 -1.270
C 3.1217 -0.8702 1.9455 -0.4 0.0 0.6 -1.479
C 4.1506 0.2517 -0.4666 -0.1 0.3 -0.4 -1.085
C 3.3286 -2.4174 -0.3827 -0.2 -0.4 -0.4 -1.331
H -0.4857 -1.7480 4.1991 -0.3 0.3 0.4 0.257
H 0.4638 0.5227 4.5195 -0.2 -0.1 0.2 0.294
H -1.3586 -1.7776 -5.0786 -0.5 -0.1 0.2 0.486
H -2.6232 -1.3551 -3.8233 0.5 -0.2 -0.3 0.415
H -1.3383 -2.5721 -3.4596 0.1 0.6 -0.4 0.149
H -0.9502 1.3448 -5.0174 0.1 0.1 0.0 0.503
H -0.9319 2.0951 -3.3999 0.0 0.1 -0.1 0.385
H -2.3450 1.1314 -3.9360 0.1 0.0 0.1 0.466
H 0.8604 -0.3669 -5.3981 0.8 0.0 0.0 0.520
H 1.4977 -1.4480 -4.0446 0.0 0.2 -0.5 0.419
H 1.7821 0.3260 -3.9416 0.0 -0.1 -0.6 0.415
H -4.1678 0.6884 1.7308 0.3 0.2 0.1 0.513
H -3.0582 2.0986 1.8761 -0.1 -0.4 -0.1 0.332
H -2.4802 0.4727 2.3162 -0.3 0.2 -0.2 -0.288
H -4.3463 2.3113 -0.7863 0.3 0.1 -0.1 0.406
H -3.0252 2.2490 -2.0081 -0.2 0.1 0.3 0.222
H -2.7849 3.1674 -0.4986 -0.2 -0.3 -0.2 0.060
H -4.8543 -0.0737 -0.4372 0.2 -0.2 -0.2 0.494
H -3.6910 -1.4109 -0.1394 -0.1 0.2 -0.2 0.357
H -3.7636 -0.6423 -1.7540 -0.1 0.0 0.3 0.288
H 3.5844 -1.8329 2.2110 -0.2 0.3 -0.2 0.448
H 2.1780 -0.7806 2.5057 0.4 -0.1 0.1 0.295
H 3.8016 -0.0711 2.2703 -0.2 -0.2 -0.1 0.556
H 5.0852 -0.3288 -0.4907 -0.4 0.2 0.1 0.428
H 4.2923 1.1413 0.1607 -0.1 -0.3 -0.3 0.268
H 3.9115 0.5710 -1.4915 0.3 0.1 0.2 0.280
H 4.4211 -2.4929 -0.2729 -0.4 0.1 0.0 0.480
H 3.0838 -2.5794 -1.4404 0.1 -0.1 0.2 0.370
H 2.8641 -3.2135 0.2134 0.0 0.2 -0.2 0.319
C -0.5043 -3.3798 -0.2047 0.0 -1.8 0.4 0.639
C -1.0592 -4.1109 -1.2820 0.4 1.0 0.3 -0.555
C -0.6783 -5.4554 -1.4490 -0.4 0.2 -0.1 -0.661
C 0.1719 -6.0567 -0.5335 -0.1 0.4 0.5 -0.651
C 0.6054 -5.3571 0.5992 -0.3 0.0 0.1 -0.509
C 0.1989 -4.0630 0.7962 0.1 1.5 -1.2 -0.527
O -0.5144 -2.0302 -0.0041 -0.5 1.6 -1.7 -0.243
H -0.1097 -0.8491 -2.3382 -0.5 0.1 -0.4 -0.257
H -1.7696 -3.6151 -1.9608 0.3 -0.4 0.3 0.607
H -1.0613 -6.0342 -2.3044 0.2 0.4 0.6 0.419
H 0.4387 -7.0851 -0.6244 0.2 -0.5 -0.3 0.461
H 1.2528 -5.7619 1.3551 0.1 -0.6 0.0 0.466
H 0.5231 -3.3305 1.5368 0.3 -0.9 0.5 0.523
C -1.4447 4.6931 1.3064 -0.8 0.3 -0.3 -0.793
N -0.1672 4.3243 1.8465 1.1 -0.7 -0.3 0.196
C 0.2791 4.6663 3.1124 0.3 -0.3 -0.6 -0.484
C 1.5385 4.1875 3.2273 -0.1 0.0 -0.5 -0.457
N 1.8608 3.5676 2.0296 -1.3 0.2 -0.4 0.264
C 3.1341 2.9758 1.7110 0.7 -0.3 -0.1 -1.050
C 0.7967 3.6231 1.1685 0.1 0.9 2.5 -0.020
Se 0.7026 2.9508 -0.5504 -0.1 -0.6 -0.6 -0.309
H -1.7750 5.6309 1.7731 0.1 -0.3 -0.2 0.409
H -2.2001 3.9175 1.4980 0.3 0.3 0.0 -0.032
H -1.3324 4.8311 0.2265 -0.1 0.1 0.2 0.397
H -0.3220 5.2502 3.7826 -0.1 0.0 0.1 0.537
H 2.2484 4.2779 4.0261 0.1 0.0 0.1 0.529
H 3.9145 3.4591 2.3133 -0.2 -0.2 -0.3 0.367
H 3.1345 1.8961 1.9233 -0.1 0.4 0.0 0.200
H 3.3292 3.1292 0.6431 0.1 0.0 0.3 0.401

[3]
10
Properties=species:S:1:pos:R:3:forces:R:3:mulliken_charge:R:1 method="wB97M-V/def2-TZVPD" smiles="CC=O.O" e_tot_ha=-230.25239 orbital_gap_ha=0.412 e_homo_ev=-10.5 e_above_lowest_kj_mol=74.12 charge=0
C 0.2184 2.1917 -0.3914 0.4 -1.9 -2.6 -0.747
C -0.6276 0.9520 -0.3942 -1.5 0.0 -0.1 0.041
O -0.2401 -0.1638 -0.1564 0.5 0.4 0.0 -0.502
H 0.7940 2.0978 0.5022 1.0 0.5 0.2 0.258
H -0.3313 3.0998 -0.5201 -0.4 0.4 0.3 0.300
H 0.7770 2.0055 -1.4124 -0.3 0.7 2.2 0.226
H -1.7086 1.0710 -0.6497 0.3 0.1 0.0 0.344
O 0.4215 -2.6990 0.8111 0.0 1.1 -0.8 -0.643
H 0.0278 -2.0336 0.1999 -0.2 -0.9 0.6 0.435
H 1.2168 -2.1911 1.0111 0.2 -0.4 0.4 0.288